H3NO2S | ωB97M-V with the def2-TZVPD basis set

```
7
H3NO2S | OMol25 | ωB97M-V with the def2-TZVPD basis set
H 1.725 -0.480 -0.471
H -1.611 -0.118 -0.223
O 0.951 1.174 1.009
N -0.818 -0.475 0.356
H -0.974 -1.296 0.876
S 0.562 0.342 -0.105
O 0.167 0.853 -1.442
```

## Properties
Structure (SMILES) ... N[SH](=O)=O
Multiplicity ... 1
ΔE to the lowest compared entry with this formula, charge and spin ... 32.1 kcal per mole
HOMO energy ... -10.743 eV
Frontier orbital gap ... 11.11 eV
M ... 81.10 g/mol
LUMO ... 0.014 Ha

C17H31BrNO4OsSSi3 | ωB97M-V with the def2-TZVPD basis set

```
59
C17H31BrNO4OsSSi3 | OMol25 | ωB97M-V with the def2-TZVPD basis set
Br -0.787 -8.032 2.799
H -1.576 2.980 -3.685
C -2.993 1.563 -1.521
C -1.539 4.003 -0.328
O 0.833 -2.277 -0.584
H -3.120 1.183 1.507
O 1.921 -1.685 -3.670
H -3.553 2.040 -2.329
O 2.159 0.212 -0.862
C -2.430 0.338 1.541
H -3.611 1.602 -0.625
C -1.671 -4.620 0.677
Os -0.011 -0.545 -1.073
C 0.732 -4.634 1.048
H -2.564 -0.148 2.513
H 1.698 -4.165 0.915
H 3.294 -1.331 -1.594
Si -0.664 0.928 1.474
H -0.220 3.870 -2.999
H 2.096 2.591 -2.759
H -2.202 3.884 0.528
C 0.619 -5.825 1.736
C -0.414 -4.030 0.526
H 2.095 3.289 1.468
H -2.741 -6.301 1.467
N -0.041 -0.258 -2.927
H 3.345 3.152 -1.639
Si -1.355 2.435 -1.318
H -0.038 2.174 -3.450
H 1.260 -0.797 1.435
C -0.592 2.381 2.639
Si 1.745 1.783 -0.433
H -0.121 -1.326 2.404
C 2.510 2.328 1.159
H -2.548 -4.142 0.263
C 3.448 -0.354 -1.148
C -0.635 -6.409 1.876
H 1.491 -6.304 2.159
H -1.977 4.765 -0.978
H -1.136 3.242 2.258
H 4.010 -0.449 -0.219
H 3.987 0.282 -1.850
C -0.092 1.317 -0.334
C -0.293 -2.765 -0.151
H 2.387 1.618 1.976
S 0.844 -0.791 -4.040
H 0.980 -0.090 3.002
C -0.719 2.901 -3.013
H -0.581 4.390 0.030
H 0.416 2.699 2.896
H -2.870 0.513 -1.795
O -1.284 -1.971 -0.369
C 0.469 -0.454 2.108
H 3.583 2.479 1.004
H 1.769 3.927 -1.652
H -2.722 -0.376 0.774
C -1.780 -5.821 1.348
C 2.273 2.964 -1.751
H -1.084 2.068 3.565
```

## Properties
Net charge ... +1
Multiplicity ... 1
ΔE to the lowest compared entry with this formula, charge and spin ... 12.5 kcal per mole
HOMO energy ... -11.835 eV
Frontier orbital gap ... 7.18 eV
M ... 699.90 g/mol
LUMO ... -0.171 Ha

C4H7NO | ωB97M-V with the def2-TZVPD basis set

```
13
C4H7NO | OMol25 | ωB97M-V with the def2-TZVPD basis set
H 0.376 -0.478 1.592
C -0.993 1.341 -0.187
H -1.684 2.183 -0.165
H -0.677 -1.093 -1.199
C 1.180 0.451 -0.194
H 1.976 0.909 0.400
C 0.549 -0.734 0.540
H 1.644 0.127 -1.136
H -1.356 -1.820 0.281
C -0.803 -0.967 -0.114
N 0.229 1.528 -0.447
H 1.183 -1.628 0.517
O -1.625 0.181 0.112
```

## Properties
Structure (SMILES) ... C1=NCCCO1
Multiplicity ... 1
ΔE to the lowest compared entry with this formula, charge and spin ... 26.5 kcal per mole
HOMO energy ... -9.515 eV
Frontier orbital gap ... 10.51 eV
M ... 85.11 g/mol
LUMO ... 0.037 Ha